Molecular formula: C5H7NO2
Method: DFT, ωB97M-V/def2-TZVPD

Each line ends with the Mulliken charge.
Atoms and positions in Å:
C1 1.545405 -0.791654 0.429641  -1.332
C2 0.663813 -0.058089 -0.549795  0.207
C3 0.439862 1.439912 -0.294845  -0.527
C4 -0.809528 1.668083 0.037671  -0.520
C5 -1.539955 0.400001 0.079837  0.442
O1 -2.745944 0.269310 0.328110  -0.686
N1 -0.748494 -0.519073 -0.372452  0.112
O2 -0.825491 -1.849334 0.001156  -0.459
H1 1.129352 -0.475106 1.334589  0.386
H2 2.612969 -0.744598 0.303219  0.366
H3 1.227493 -1.749405 0.211796  0.427
H4 0.834355 -0.198941 -1.590540  0.339
H5 1.301773 2.085724 -0.327653  0.416
H6 -1.253648 2.599459 0.291923  0.472
H7 -1.831963 -2.076285 0.117339  0.358

Atoms 1-3, force components in eV/Å:
C -0.173 1.034 -1.650
C -1.612 1.584 0.261
C 1.392 -1.314 -0.109

Properties
total charge: 0
E_tot: -10880.979 eV
frontier orbital gap: 10.1 eV
E_HOMO: -9.2 eV
ΔE to the lowest compared entry with this formula, charge and spin: 60.8 kcal/mol



Molecular formula: C16H15ClInSe
Method: DFT, ωB97M-V/def2-TZVPD

Each line ends with the Mulliken charge.
Atoms and positions in Å:
C1 1.794783 -2.097669 0.389859  -0.730
C2 1.719078 -1.938489 -1.013628  -0.547
C3 0.321659 -1.973113 -1.384547  -0.526
H1 2.548521 -1.832827 -1.707582  0.373
C4 -0.438001 -2.127701 -0.176064  -0.724
C5 0.466940 -2.222737 0.902337  -0.254
H2 0.212312 -2.408173 1.943677  0.428
H3 2.699747 -2.168555 0.986474  0.386
H4 -0.075569 -2.072044 -2.394407  0.684
H5 -1.524040 -2.186818 -0.125938  0.381
In1 0.239621 0.681099 -1.409415  0.797
Cl1 2.038763 1.564941 -0.200709  -0.507
C6 0.348785 2.468686 -2.981366  -0.453
C7 -0.883497 1.763533 -3.217402  -0.667
C8 -0.554261 0.449263 -3.708343  -0.440
H6 -1.880673 2.196259 -3.163746  0.548
C9 0.878031 0.353255 -3.792163  -0.349
C10 1.434102 1.597013 -3.343435  -0.638
H7 2.486136 1.877074 -3.377058  0.406
H8 0.436639 3.518688 -2.708130  0.423
H9 -1.268639 -0.263271 -4.130724  0.414
H10 1.436600 -0.444358 -4.293449  0.424
Se1 -1.918075 1.166761 0.240154  -0.196
C11 -1.343351 0.738660 1.962385  0.086
C12 -1.855275 -0.422667 2.582739  -0.415
C13 -1.542263 -0.721343 3.903768  -0.468
C14 -0.708405 0.130641 4.646000  -0.327
C15 -0.168068 1.271434 4.030203  -0.509
C16 -0.450338 1.556070 2.695809  -0.230
H11 -2.501206 -1.082881 2.004742  0.281
H12 -1.958357 -1.623586 4.356203  0.339
H13 -0.476386 -0.096533 5.690770  0.346
H14 0.478499 1.942759 4.600454  0.319
H15 0.006192 2.406639 2.192535  0.341

Atoms 1-3, force components in eV/Å:
C -0.495 -0.224 -0.880
C -0.205 -0.189 0.846
C 0.060 1.227 0.309

Properties
total charge: -1
E_tot: -99878.858 eV
frontier orbital gap: 6.5 eV
E_HOMO: -3.8 eV



Which of these has the highest total charge? C5H7NO2



Which of these has the lowest E_HOMO? C5H7NO2